C32H57Cl20N3O4 | the ωB97M-V functional and the def2-TZVPD basis

SMILES string: CC(C)[C@@H](C)CO[C@H](CCc1ccccc1)OC[C@H](OC#N)N(C)C[C@@H](O)CN.ClCCl.ClCCl.ClCCl.ClCCl.ClCCl.ClCCl.ClCCl.ClCCl.ClCCl.ClCCl
Orbital gap, eV: 9.3
F_max, eV/A: 1.11
HOMO energy, eV: -8.923
Calculated total energy, eV: -297216.015

Bonds (Å) are listed after each position.
Element x y z (Å)
1 C 2.39513 0.89696 4.30802  C2 1.529, H30 1.088, H31 1.086, H32 1.093
2 C 2.31977 2.21682 3.53889  C1 1.529, C3 1.528, C4 1.555, H33 1.093
3 C 2.48578 3.38556 4.50864  C2 1.528, H34 1.092, H35 1.086, H36 1.087
4 C 1.03372 2.30800 2.66927  C2 1.555, C5 1.535, C6 1.524, H37 1.092
5 C -0.17103 2.87597 3.43158  C4 1.535, H38 1.087, H39 1.086, H40 1.087
6 C 1.39260 3.11094 1.42480  C4 1.524, O7 1.420, H41 1.091, H42 1.089
7 O 0.32005 3.25516 0.50475  C6 1.420, C8 1.408
8 C -0.05674 2.04588 -0.10956  O7 1.408, C9 1.534, O17 1.407, H43 1.091
9 C 0.73558 1.74270 -1.38819  C8 1.534, C10 1.528, H44 1.087, H45 1.090
10 C 2.11720 1.14243 -1.13462  C9 1.528, C11 1.511, H46 1.086, H47 1.096
11 C 2.17871 -0.10211 -0.28036  C10 1.511, C12 1.396, C16 1.400
12 C 1.18189 -1.07803 -0.21661  C11 1.396, C13 1.393, H48 1.080
13 C 1.36922 -2.20872 0.57477  C12 1.393, C14 1.391, H49 1.083
14 C 2.53152 -2.40800 1.31232  C13 1.391, C15 1.391, H50 1.080
15 C 3.52771 -1.43779 1.26220  C14 1.391, C16 1.392, H51 1.080
16 C 3.34226 -0.30716 0.47147  C11 1.400, C15 1.392, H52 1.083
17 O -1.40121 2.21361 -0.48811  C8 1.407, C18 1.413
18 C -2.31521 1.84946 0.52675  O17 1.413, C19 1.521, H53 1.092, H54 1.088
19 C -3.46401 1.08884 -0.11854  C18 1.521, O20 1.473, N23 1.434, H55 1.094
20 O -3.83638 1.85871 -1.31840  C19 1.473, C21 1.277
21 C -3.59910 1.22358 -2.40058  O20 1.277, N22 1.146
22 N -3.46155 0.67028 -3.39462  C21 1.146
23 N -4.63330 1.04782 0.71068  C19 1.434, C24 1.479, C25 1.472
24 C -5.64105 0.23784 -0.00758  N23 1.479, H56 1.084, H57 1.085, H58 1.097
25 C -4.34073 0.34235 1.96946  N23 1.472, C26 1.539, H59 1.088, H60 1.098
26 C -5.37918 0.63927 3.06631  C25 1.539, O27 1.419, C28 1.523, H61 1.092
27 O -5.30383 -0.38271 4.04783  C26 1.419, H62 0.961
28 C -5.09595 1.94317 3.79969  C26 1.523, N29 1.463, H63 1.094, H64 1.089
29 N -5.11273 3.12573 2.93851  C28 1.463, H65 1.008, H66 1.007
30 H 3.40272 0.70511 4.67242  C1 1.088
31 H 2.10426 0.06309 3.67667  C1 1.086
32 H 1.72639 0.94765 5.17086  C1 1.093
33 H 3.19254 2.24075 2.88147  C2 1.093
34 H 3.38120 3.20151 5.10510  C3 1.092
35 H 1.67249 3.44485 5.22617  C3 1.086
36 H 2.64457 4.34068 4.01363  C3 1.087
37 H 0.78380 1.27884 2.40138  C4 1.092
38 H -1.07826 2.44286 3.01849  C5 1.087
39 H -0.10016 2.58521 4.47559  C5 1.086
40 H -0.19469 3.95867 3.33490  C5 1.087
41 H 1.65189 4.12075 1.74581  C6 1.091
42 H 2.29837 2.69276 0.98715  C6 1.089
43 H 0.04040 1.19387 0.56565  C8 1.091
44 H 0.11356 1.08253 -1.98712  C9 1.087
45 H 0.85200 2.69713 -1.90121  C9 1.090
46 H 2.81024 1.88472 -0.74901  C10 1.086
47 H 2.53108 0.85957 -2.10881  C10 1.096
48 H 0.27355 -0.97362 -0.79106  C12 1.080
49 H 0.60599 -2.97620 0.60271  C13 1.083
50 H 2.67291 -3.29924 1.90612  C14 1.080
51 H 4.45014 -1.55904 1.81146  C15 1.080
52 H 4.13608 0.42835 0.41919  C16 1.083
53 H -2.74445 2.75896 0.95227  C18 1.092
54 H -1.85967 1.22767 1.29404  C18 1.088
55 H -3.10184 0.10682 -0.43553  C19 1.094
56 H -6.07686 0.79188 -0.83100  C24 1.084
57 H -6.45070 -0.06308 0.64865  C24 1.085
58 H -5.17341 -0.68616 -0.36880  C24 1.097
59 H -3.37915 0.61876 2.39564  C25 1.088
60 H -4.36809 -0.73968 1.78403  C25 1.098
61 H -6.37867 0.68657 2.62932  C26 1.092
62 H -5.58757 -1.21604 3.66217  O27 0.961
63 H -4.11303 1.82474 4.26602  C28 1.094
64 H -5.80383 2.05882 4.61848  C28 1.089
65 H -4.17843 3.48768 2.83289  N29 1.008
66 H -5.70952 3.84159 3.32002  N29 1.007
67 C -9.33045 -1.39621 -1.01585  Cl68 1.768, Cl69 1.771, H70 1.084, H71 1.084
68 Cl -7.84415 -1.95000 -1.79636  C67 1.768
69 Cl -9.15832 -1.29327 0.74373  C67 1.771
70 H -9.57922 -0.41239 -1.39631  C67 1.084
71 H -10.12199 -2.10050 -1.24308  C67 1.084
72 C -1.06621 -0.86979 4.78494  Cl73 1.768, Cl74 1.766, H75 1.084, H76 1.084
73 Cl -0.58088 -0.71987 3.09111  C72 1.768
74 Cl -0.34684 -2.29330 5.54242  C72 1.766
75 H -0.73209 0.01355 5.31764  C72 1.084
76 H -2.14577 -0.95619 4.83091  C72 1.084
77 C -1.81091 -2.44544 -2.83811  Cl78 1.766, Cl79 1.775, H80 1.085, H81 1.083
78 Cl -0.13473 -2.80386 -3.26484  C77 1.766
79 Cl -2.02063 -2.46239 -1.07597  C77 1.775
80 H -2.07019 -1.46078 -3.21224  C77 1.085
81 H -2.45977 -3.19697 -3.27136  C77 1.083
82 C -10.86842 0.75409 -4.12668  Cl83 1.771, Cl84 1.765, H85 1.083, H86 1.083
83 Cl -11.18334 1.28999 -2.46832  C82 1.771
84 Cl -9.13952 0.66508 -4.46869  C82 1.765
85 H -11.30017 -0.23074 -4.25944  C82 1.083
86 H -11.32462 1.46117 -4.80866  C82 1.083
87 C 3.33008 -2.53586 -5.00014  Cl88 1.771, Cl89 1.765, H90 1.083, H91 1.084
88 Cl 4.99782 -2.90895 -5.46603  C87 1.771
89 Cl 3.12444 -2.54266 -3.24694  C87 1.765
90 H 3.07532 -1.55272 -5.37739  C87 1.083
91 H 2.67641 -3.28531 -5.43211  C87 1.084
92 C 8.05784 -2.35393 -3.41528  Cl93 1.766, Cl94 1.769, H95 1.083, H96 1.084
93 Cl 8.28598 -0.80385 -2.60017  C92 1.766
94 Cl 8.25660 -3.72205 -2.31227  C92 1.769
95 H 7.05331 -2.37312 -3.81947  C92 1.083
96 H 8.78857 -2.44079 -4.21065  C92 1.084
97 C 4.11029 -6.53562 -3.98233  Cl98 1.769, Cl99 1.768, H100 1.083, H101 1.084
98 Cl 4.59245 -7.38887 -5.45535  C97 1.769
99 Cl 2.48279 -6.99414 -3.46540  C97 1.768
100 H 4.80945 -6.78358 -3.19309  C97 1.083
101 H 4.12614 -5.46977 -4.17728  C97 1.084
102 C 4.47905 -5.34979 3.44127  Cl103 1.768, Cl104 1.766, H105 1.083, H106 1.084
103 Cl 2.73269 -5.41768 3.17260  C102 1.768
104 Cl 4.97129 -6.30903 4.84016  C102 1.766
105 H 4.97830 -5.73725 2.56145  C102 1.083
106 H 4.76070 -4.31738 3.61325  C102 1.084
107 C 8.82507 1.62026 -5.74626  Cl108 1.769, Cl109 1.765, H110 1.084, H111 1.083
108 Cl 9.37723 0.74827 -7.18238  C107 1.769
109 Cl 7.20974 1.11629 -5.24567  C107 1.765
110 H 9.51321 1.41872 -4.93327  C107 1.084
111 H 8.80287 2.67984 -5.97066  C107 1.083
112 C 4.23035 4.17141 -2.81649  Cl113 1.769, Cl114 1.765, H115 1.084, H116 1.083
113 Cl 4.48436 3.48578 -1.20516  C112 1.769
114 Cl 5.25481 3.37671 -4.01415  C112 1.765
115 H 3.19141 4.03065 -3.09231  C112 1.084
116 H 4.47467 5.22628 -2.78792  C112 1.083

These are the Löwdin partial charges, in e, on atoms 1 to 99: atom 1 (C): -0.070, atom 2 (C): -0.388, atom 3 (C): -0.074, atom 4 (C): -0.335, atom 5 (C): -0.039, atom 6 (C): -0.165, atom 7 (O): -0.030, atom 8 (C): -0.379, atom 9 (C): -0.077, atom 10 (C): -0.172, atom 11 (C): -0.223, atom 12 (C): -0.078, atom 13 (C): -0.106, atom 14 (C): -0.098, atom 15 (C): -0.079, atom 16 (C): -0.042, atom 17 (O): -0.041, atom 18 (C): -0.120, atom 19 (C): -0.285, atom 20 (O): 0.071, atom 21 (C): -0.363, atom 22 (N): 0.172, atom 23 (N): -0.106, atom 24 (C): -0.070, atom 25 (C): -0.133, atom 26 (C): -0.372, atom 27 (O): -0.033, atom 28 (C): -0.223, atom 29 (N): 0.025, atom 30 (H): 0.081, atom 31 (H): 0.043, atom 32 (H): 0.075, atom 33 (H): 0.127, atom 34 (H): 0.080, atom 35 (H): 0.070, atom 36 (H): 0.078, atom 37 (H): 0.050, atom 38 (H): 0.049, atom 39 (H): 0.068, atom 40 (H): 0.093, atom 41 (H): 0.135, atom 42 (H): 0.095, atom 43 (H): 0.122, atom 44 (H): 0.119, atom 45 (H): 0.124, atom 46 (H): -0.003, atom 47 (H): 0.121, atom 48 (H): 0.057, atom 49 (H): 0.091, atom 50 (H): 0.016, atom 51 (H): 0.099, atom 52 (H): 0.109, atom 53 (H): 0.140, atom 54 (H): 0.083, atom 55 (H): 0.119, atom 56 (H): 0.091, atom 57 (H): 0.045, atom 58 (H): 0.086, atom 59 (H): 0.097, atom 60 (H): 0.131, atom 61 (H): 0.136, atom 62 (H): 0.093, atom 63 (H): 0.113, atom 64 (H): 0.118, atom 65 (H): 0.055, atom 66 (H): 0.064, atom 67 (C): -1.027, atom 68 (Cl): 0.517, atom 69 (Cl): 0.513, atom 70 (H): -0.056, atom 71 (H): 0.027, atom 72 (C): -0.989, atom 73 (Cl): 0.613, atom 74 (Cl): 0.529, atom 75 (H): 0.018, atom 76 (H): 0.020, atom 77 (C): -0.979, atom 78 (Cl): 0.508, atom 79 (Cl): 0.541, atom 80 (H): -0.009, atom 81 (H): 0.028, atom 82 (C): -1.007, atom 83 (Cl): 0.531, atom 84 (Cl): 0.518, atom 85 (H): 0.026, atom 86 (H): 0.023, atom 87 (C): -1.000, atom 88 (Cl): 0.542, atom 89 (Cl): 0.510, atom 90 (H): 0.030, atom 91 (H): 0.027, atom 92 (C): -1.036, atom 93 (Cl): 0.492, atom 94 (Cl): 0.500, atom 95 (H): -0.045, atom 96 (H): 0.029, atom 97 (C): -1.031, atom 98 (Cl): 0.498, atom 99 (Cl): 0.500